No. 1
Formula: KO32Pb7S8
Source: the Open Molecules 2025 dataset
Level of theory: ωB97M-V with the def2-TZVPD basis set

Structure (XYZ):
```
48
KO32Pb7S8 ωB97M-V with the def2-TZVPD basis set
K -2.479 0.274 -3.724
Pb -4.659 -0.586 1.257
Pb 0.292 -3.595 -1.763
Pb 3.711 -0.021 2.482
Pb -2.136 2.230 3.254
Pb 2.640 -0.595 -2.856
Pb -0.387 -0.343 0.841
Pb 1.952 3.423 0.277
S 0.320 1.986 -2.217
O 0.854 3.250 -1.601
O -0.636 2.256 -3.242
O 1.509 1.337 -2.806
O -0.290 1.226 -1.133
S -3.155 1.850 0.309
O -3.980 2.313 -0.822
O -4.118 1.754 1.593
O -2.762 0.437 0.097
O -2.033 2.740 0.717
S -2.498 -0.460 3.922
O -2.593 0.729 4.851
O -1.947 0.032 2.590
O -1.647 -1.471 4.425
O -3.917 -0.768 3.488
S 0.430 -2.030 -4.480
O 0.226 -1.136 -3.238
O 0.796 -3.317 -3.906
O -0.836 -2.242 -5.278
O 1.630 -1.630 -5.341
S 4.290 1.540 -0.233
O 5.328 1.017 0.740
O 4.401 3.044 -0.463
O 4.314 0.817 -1.552
O 2.967 1.369 0.482
S -2.520 -2.666 -0.786
O -3.511 -2.183 -1.774
O -2.214 -4.207 -1.083
O -1.256 -1.945 -0.942
O -3.066 -2.297 0.592
S 1.180 1.889 3.072
O 1.443 0.479 3.180
O 0.459 1.940 1.730
O 0.120 2.356 4.171
O 2.437 2.587 2.963
S 2.339 -2.340 0.406
O 1.961 -1.262 -0.604
O 2.184 -1.601 1.804
O 1.220 -3.337 0.400
O 3.640 -2.840 0.201
```

Output
charge	-1
Kohn-Sham gap	0.3219	hartree
largest force on an atom	5.5	eV/A
LUMO level	1.36	eV

Löwdin atomic charge list, values in e, 4 entries: 0.84 1.63 1.67 1.66

***

No. 2
Formula: N2NiO10P
Source: the Open Molecules 2025 dataset
Level of theory: ωB97M-V with the def2-TZVPD basis set

Structure (XYZ):
```
14
N2NiO10P ωB97M-V with the def2-TZVPD basis set
Ni 0.572 0.382 0.007
N 2.478 -0.460 1.509
O 3.152 -1.212 2.245
O 2.517 -0.450 0.257
O 1.465 0.095 1.960
N -1.527 -2.039 0.184
O -0.457 -1.387 0.338
O -1.647 -2.823 -0.771
O -2.534 -1.688 0.849
P -0.849 1.985 -1.258
O 0.180 0.898 -1.779
O -1.214 1.367 0.108
O -1.909 1.968 -2.425
O -0.228 3.365 -1.223
```

Output
charge	-3
Kohn-Sham gap (alpha / beta)	0.1603 / 0.1588	hartree
largest force on an atom	5.7	eV/A
⟨S²⟩	2.01
multiplicity	3
LUMO level (alpha / beta)	7.90 / 7.90	eV

Löwdin atomic charge list, values in e, 4 entries: 0.65 -0.57 -0.06 -0.06

***

No. 3
Formula: N2O4
Source: the Open Molecules 2025 dataset
Level of theory: ωB97M-V with the def2-TZVPD basis set

Structure (XYZ):
```
6
N2O4 ωB97M-V with the def2-TZVPD basis set
N -1.598 -0.010 -0.001
N 1.647 0.012 0.000
O -1.626 -1.103 0.003
O 2.726 -0.010 0.006
O -1.682 1.079 0.004
O 0.533 0.031 -0.012
```

Output
charge	+2
energy relative to the best compared isomer or geometry (same formula, charge and spin)	2.522	eV
Kohn-Sham gap (alpha / beta)	0.2971 / 0.2901	hartree
largest force on an atom	15.4	eV/A
⟨S²⟩	2.02
multiplicity	3
LUMO level (alpha / beta)	-12.64 / -19.53	eV

Löwdin atomic charge list, values in e, 4 entries: -0.10 0.01 0.52 0.61

***

No. 4
Formula: N2O4S3
Source: the Open Molecules 2025 dataset
Level of theory: ωB97M-V with the def2-TZVPD basis set

Structure (XYZ):
```
9
N2O4S3 ωB97M-V with the def2-TZVPD basis set
N -1.373 1.454 0.388
N 2.706 -1.175 0.155
O -0.723 1.275 1.371
O -0.050 -0.079 -1.465
O -2.081 2.337 0.024
O 3.189 -1.299 1.218
S -1.505 -0.107 -0.914
S 1.716 -0.822 -0.938
S -1.881 -1.583 0.159
```

Output
charge	0
energy relative to the best compared isomer or geometry (same formula, charge and spin)	4.175	eV
Kohn-Sham gap	0.2473	hartree
largest force on an atom	2.5	eV/A
LUMO level	-2.06	eV

Löwdin atomic charge list, values in e, 4 entries: -0.54 -0.55 0.02 -0.87

***

No. 5
Formula: N3O6P
Source: the Open Molecules 2025 dataset
Level of theory: ωB97M-V with the def2-TZVPD basis set

Structure (XYZ):
```
10
N3O6P ωB97M-V with the def2-TZVPD basis set
O 1.520 1.080 -1.280
N 1.117 1.086 -0.169
O 0.974 1.943 0.655
P 0.665 -0.557 0.451
N -0.073 -1.219 -1.129
O -1.231 -1.081 -1.463
O 0.879 -1.723 -1.665
N -0.892 -0.027 1.348
O -0.727 -0.313 2.496
O -1.798 0.542 0.809
```

Output
charge	0
energy relative to the best compared isomer or geometry (same formula, charge and spin)	0.000	eV
Kohn-Sham gap	0.3645	hartree
largest force on an atom	2.3	eV/A
structure (SMILES)	O=[N+]([O-])P([N+](=O)[O-])[N+](=O)[O-]
LUMO level	-1.50	eV

Löwdin atomic charge list, values in e, 4 entries: 0.08 -0.57 0.07 1.32

***

No. 6
Formula: NO4P
Source: the Open Molecules 2025 dataset
Level of theory: ωB97M-V with the def2-TZVPD basis set

Structure (XYZ):
```
6
NO4P ωB97M-V with the def2-TZVPD basis set
O -0.407 -1.156 1.858
N -0.878 -0.686 0.661
P 0.178 0.367 -0.414
O -0.477 1.695 -0.678
O 0.056 -0.735 -1.582
O 1.528 0.516 0.156
```

Output
charge	-2
energy relative to the best compared isomer or geometry (same formula, charge and spin)	0.790	eV
Kohn-Sham gap (alpha / beta)	0.2597 / 0.2592	hartree
largest force on an atom	6.4	eV/A
structure (SMILES)	O=NP(=O)([O-])[O-]
LUMO level (alpha / beta)	7.69 / 7.69	eV

Löwdin atomic charge list, values in e, 4 entries: -0.31 -0.14 -0.04 -0.49

***

No. 7
Formula: NO4PS
Source: the Open Molecules 2025 dataset
Level of theory: ωB97M-V with the def2-TZVPD basis set

Structure (XYZ):
```
7
NO4PS ωB97M-V with the def2-TZVPD basis set
N 2.291 -1.089 -0.229
O -1.564 1.281 0.454
O -1.391 -1.219 0.949
O -1.567 -0.370 -1.481
O 2.041 1.388 0.104
P -1.405 -0.107 -0.035
S 1.327 -0.036 0.116
```

Output
charge	-2
energy relative to the best compared isomer or geometry (same formula, charge and spin)	0.544	eV
Kohn-Sham gap	0.2707	hartree
largest force on an atom	5.3	eV/A
LUMO level	6.99	eV

Löwdin atomic charge list, values in e, 4 entries: -0.53 -0.42 -0.44 -0.42

***

No. 8
Formula: O2
Source: the Open Molecules 2025 dataset
Level of theory: ωB97M-V with the def2-TZVPD basis set

Structure (XYZ):
```
2
O2 ωB97M-V with the def2-TZVPD basis set
O -0.038 0.357 0.637
O 0.038 -0.357 -0.637
```

Output
charge	0
energy relative to the best compared isomer or geometry (same formula, charge and spin)	1.741	eV
Kohn-Sham gap	0.2830	hartree
largest force on an atom	9.9	eV/A
structure (SMILES)	O=O
LUMO level	-4.00	eV

Löwdin charges, unit e, in atom order: 0.00 0.00

***

No. 9
Formula: O2
Source: the Open Molecules 2025 dataset
Level of theory: ωB97M-V with the def2-TZVPD basis set

Structure (XYZ):
```
2
O2 ωB97M-V with the def2-TZVPD basis set
O -0.347 -0.114 0.446
O 0.347 0.114 -0.446
```

Output
charge	0
energy relative to the best compared isomer or geometry (same formula, charge and spin)	0.090	eV
Kohn-Sham gap	0.2900	hartree
largest force on an atom	4.3	eV/A
structure (SMILES)	O=O
LUMO level	-1.62	eV

Löwdin charges, unit e, in atom order: 0.00 0.00

***

No. 10
Formula: O2
Source: the Open Molecules 2025 dataset
Level of theory: ωB97M-V with the def2-TZVPD basis set

Structure (XYZ):
```
2
O2 ωB97M-V with the def2-TZVPD basis set
O 0.000 0.000 0.583
O 0.000 0.000 -0.583
```

Output
charge	0
energy relative to the best compared isomer or geometry (same formula, charge and spin)	0.041	eV
Kohn-Sham gap	0.2899	hartree
largest force on an atom	2.8	eV/A
structure (SMILES)	O=O
LUMO level	-1.76	eV

Löwdin charges, unit e, in atom order: 0.00 0.00

***

No. 11
Formula: O2S2
Source: the Open Molecules 2025 dataset
Level of theory: ωB97M-V with the def2-TZVPD basis set

Structure (XYZ):
```
4
O2S2 ωB97M-V with the def2-TZVPD basis set
O 0.729 -1.048 -0.344
S -0.159 0.078 -0.013
O 0.478 1.251 0.629
S -2.203 -0.507 -0.542
```

Output
charge	0
energy relative to the best compared isomer or geometry (same formula, charge and spin)	1.200	eV
Kohn-Sham gap	0.2977	hartree
largest force on an atom	3.7	eV/A
structure (SMILES)	O=S(=O)=S
LUMO level	-2.34	eV

Löwdin charges, unit e, in atom order: -0.39 0.53 -0.35 0.22

***

No. 12
Formula: O5PS
Source: the Open Molecules 2025 dataset
Level of theory: ωB97M-V with the def2-TZVPD basis set

Structure (XYZ):
```
7
O5PS ωB97M-V with the def2-TZVPD basis set
O -1.654 -1.170 0.638
O -1.876 1.236 -0.301
O 2.458 -0.692 -0.140
O 0.929 0.738 1.119
O -0.017 -0.301 -1.139
P -1.176 -0.042 -0.159
S 1.536 0.422 -0.190
```

Output
charge	-1
energy relative to the best compared isomer or geometry (same formula, charge and spin)	0.366	eV
Kohn-Sham gap	0.3522	hartree
largest force on an atom	1.5	eV/A
LUMO level	3.67	eV

Löwdin atomic charge list, values in e, 4 entries: -0.30 -0.31 -0.47 -0.50

***

No. 13
Formula: O8S2Sn
Source: the Open Molecules 2025 dataset
Level of theory: ωB97M-V with the def2-TZVPD basis set

Structure (XYZ):
```
11
O8S2Sn ωB97M-V with the def2-TZVPD basis set
Sn -0.038 -0.413 -0.309
S -1.930 -2.508 4.089
O -1.947 -1.072 3.838
O -1.346 -3.210 2.949
O -1.115 -2.787 5.233
O -3.300 -2.957 4.387
S 1.940 2.599 -4.058
O 2.549 2.066 -5.261
O 1.906 4.081 -4.038
O 0.567 2.057 -3.964
O 2.715 2.144 -2.866
```

Output
charge	-2
energy relative to the best compared isomer or geometry (same formula, charge and spin)	8.785	eV
Kohn-Sham gap	0.0760	hartree
largest force on an atom	2.9	eV/A
LUMO level	0.24	eV

Löwdin atomic charge list, values in e, 4 entries: 0.74 0.10 -0.36 -0.37

***

No. 14
Formula: OS2
Source: the Open Molecules 2025 dataset
Level of theory: ωB97M-V with the def2-TZVPD basis set

Structure (XYZ):
```
3
OS2 ωB97M-V with the def2-TZVPD basis set
O 1.004 0.320 -0.002
S -1.944 0.116 -0.002
S -0.108 -0.686 0.002
```

Output
charge	0
energy relative to the best compared isomer or geometry (same formula, charge and spin)	0.189	eV
Kohn-Sham gap	0.2895	hartree
largest force on an atom	3.6	eV/A
LUMO level	-2.41	eV

Löwdin charges, unit e, in atom order: -0.60 0.16 0.44

***

| no. | E_tot (eV) |
| --- | --- |
| 1 | -205277.6794 |
| 2 | -73779.7006 |
| 3 | -11131.9168 |
| 4 | -43668.3114 |
| 5 | -26034.2320 |
| 6 | -18967.0563 |
| 7 | -29804.9286 |
| 8 | -4088.0377 |
| 9 | -4089.6891 |
| 10 | -4089.7386 |
| 11 | -25762.7468 |
| 12 | -30365.6007 |
| 13 | -43875.2757 |
| 14 | -23716.8288 |